Density functional theory data (ωB97M-V/def2-TZVPD) for a structure of composition C18H19Cl5N6OPtS2.

Element x y z (Å)
Pt (0.6061, 0.3193, -0.9915)
Cl (-0.0252, -4.4189, 0.1660)
Cl (2.2692, 0.3299, 0.8589)
Cl (4.3891, -0.9109, 2.7866)
Cl (2.0928, -5.7368, 2.0560)
Cl (4.2890, -3.9839, 3.4184)
S (3.9463, -0.4181, -4.2935)
S (-2.3729, 0.2124, -4.6421)
O (0.2463, -1.5564, -0.0802)
N (-2.7537, 1.5495, 2.8044)
N (-0.9311, 1.0808, 1.1183)
N (-2.8834, 0.9893, -2.1111)
N (4.2721, 0.0921, -1.6899)
N (2.0979, 0.1945, -2.6319)
N (-0.6477, 0.5056, -2.7875)
C (1.4902, -0.0173, -3.8654)
C (0.0450, 0.1288, -3.9385)
C (1.1941, -2.0996, 0.6565)
C (2.2110, -1.3697, 1.2682)
C (-2.0043, 0.0711, 0.9909)
C (-3.1349, 0.3333, 2.0123)
C (1.2016, -3.4800, 0.9123)
C (-1.4501, 2.4393, 0.9194)
C (-0.3709, 0.9943, 2.4768)
C (2.3254, -0.3460, -4.8641)
C (-0.7325, -0.0895, -5.0171)
C (-1.4626, 1.2998, 3.5323)
C (3.1748, -1.9166, 2.1045)
C (3.1351, -3.2759, 2.3719)
C (-1.9355, 0.5964, -3.0321)
C (-2.6192, 2.7317, 1.8915)
C (3.4048, 0.0015, -2.7064)
C (2.1411, -4.0548, 1.7596)
H (5.2609, 0.0357, -1.8620)
H (2.0996, -0.5547, -5.8968)
H (-1.2326, 2.1853, 4.1210)
H (-0.6376, 3.1441, 1.0865)
H (-4.0900, 0.5359, 1.5321)
H (0.0281, -0.0078, 2.6250)
H (-2.3952, 0.0878, -0.0229)
H (-3.2658, -0.4922, 2.7085)
H (-3.8299, 0.9643, -2.4644)
H (-3.4814, 1.7408, 3.4919)
H (-0.4420, -0.4138, -6.0029)
H (3.9674, 0.4069, -0.7866)
H (-2.6810, 1.8795, -1.6787)
H (-1.5575, -0.9075, 1.1453)
H (0.4478, 1.7035, 2.5691)
H (-2.4382, 3.6130, 2.5029)
H (-1.7689, 2.5577, -0.1120)
H (-1.6218, 0.4659, 4.2123)
H (-3.5697, 2.8603, 1.3783)

Charge: +2
E_LUMO (alpha / beta) (eV): -5.140 / -6.825
M (g/mol): 771.87
HOMO energy (alpha / beta) (eV): -12.97 / -12.95
Spin multiplicity: 3
Gap between HOMO and LUMO (alpha / beta) (Eh): 0.288 / 0.225

Population analysis type Mulliken, resulting atomic charges in e: 1.19, -0.16, -0.57, -0.17, -0.14, -0.15, -0.14, -0.13, -0.94, -0.04, 0.42, -0.29, -0.22, -0.02, -0.29, 0.15, 0.10, -0.31, 0.98, -0.19, -0.95, 0.48, -0.45, -0.74, -0.45, -0.44, -0.93, -0.46, 0.49, 0.29, -0.67, 0.55, 0.02, 0.22, 0.40, 0.30, 0.54, 0.33, 0.27, 0.24, 0.36, 0.27, 0.30, 0.43, 0.09, 0.21, 0.49, 0.65, 0.33, -0.02, 0.39, 0.37

Density functional theory data (ωB97M-V/def2-TZVPD) for an isolated molecule of C18H19ClF3N3O.

Element x y z (Å)
Cl (-2.0848, 3.9789, -0.6596)
F (-0.1370, -2.3682, 2.5500)
F (-1.4795, -2.5017, 0.8798)
F (-1.4108, -0.7116, 2.0594)
O (0.0773, -3.5097, -1.7333)
N (3.1936, 1.3217, 1.0040)
N (2.5918, -0.0261, -0.7029)
N (-1.3401, -1.7485, -1.9187)
C (1.8002, 2.9254, 2.2722)
C (2.3377, 0.3835, 0.5491)
C (-0.9834, 1.9296, -2.0199)
C (-3.5643, -2.8518, -2.0422)
C (-2.5128, 0.0211, -0.7030)
C (3.3834, 1.3407, 3.4713)
C (-0.6397, -1.6775, 1.5105)
C (0.4519, -1.0916, 0.6599)
C (-0.8246, 0.5897, -2.3155)
C (-0.2137, -2.3634, -1.4705)
C (-1.9061, 2.3077, -1.0565)
C (3.1157, 2.1463, 2.1977)
C (-2.6807, 1.3615, -0.4055)
C (-1.5736, -0.3750, -1.6477)
C (1.8041, -0.9085, -1.2693)
C (1.2811, -0.1790, 1.2846)
C (-2.2734, -2.4778, -2.7608)
C (0.6712, -1.4559, -0.6683)
H (-3.0963, -0.7187, -0.1795)
H (2.5674, 0.6644, 3.7038)
H (2.0750, -1.1990, -2.2756)
H (3.5118, 2.0195, 4.3102)
H (3.9290, 2.8735, 2.0939)
H (-1.7480, -3.3856, -3.0677)
H (-3.3968, 1.6671, 0.3404)
H (-2.4913, -1.8693, -3.6446)
H (-4.1701, -1.9719, -1.8397)
H (1.6399, 3.4782, 1.3495)
H (-0.1058, 0.2834, -3.0602)
H (-0.3934, 2.6758, -2.5279)
H (1.1087, 0.0717, 2.3161)
H (3.8782, 1.5790, 0.3098)
H (0.9509, 2.2671, 2.4252)
H (4.2916, 0.7547, 3.3560)
H (-4.1412, -3.5289, -2.6664)
H (-3.3340, -3.3524, -1.1053)
H (1.8407, 3.6315, 3.0971)

E_LUMO (eV): 0.473
M (g/mol): 385.82
HOMO energy (eV): -8.26
Energy relative to the best compared isomer or geometry (same formula, charge and spin) (kJ/mol): 0.0
SMILES: CCN(C(=O)c1cnc(NC(C)C)cc1C(F)(F)F)c1ccc(Cl)cc1
Gap between HOMO and LUMO (Eh): 0.321

Population analysis type Mulliken, resulting atomic charges in e: -0.23, -0.29, -0.24, -0.26, -0.68, -0.15, -0.69, 0.37, -1.26, 0.00, -0.91, -1.14, -0.10, -1.31, 0.65, 0.07, 0.09, 0.41, 0.40, 0.20, -0.99, -0.51, -0.58, 0.24, -0.61, 0.06, 0.52, 0.27, 0.51, 0.42, 0.33, 0.51, 0.43, 0.29, 0.28, 0.36, 0.47, 0.45, 0.59, 0.27, 0.28, 0.36, 0.43, 0.27, 0.43

Density functional theory data (ωB97M-V/def2-TZVPD) for a structure of composition C18H19ClGaN2O7S2.

Element x y z (Å)
Ga (0.1988, -0.1834, 0.0680)
Cl (-0.7582, -2.5969, -0.3653)
S (3.0952, -1.3230, 0.1340)
S (-3.2392, 0.4322, 0.4623)
O (-0.0923, -3.8108, -0.5399)
O (-2.1639, -2.7037, -0.4909)
O (-1.7643, 0.1289, 0.2366)
O (4.0343, -1.0319, 1.1735)
O (2.2055, -2.4377, 0.2599)
O (-0.2447, -1.5384, -1.3280)
O (-0.4063, -1.9382, 0.9423)
N (0.3155, 1.8779, 0.0900)
N (2.0811, -0.0242, -0.0743)
C (-4.0005, 0.1308, -1.1186)
C (-3.8772, -0.9512, 1.3818)
C (4.2740, 3.0164, -0.1691)
C (3.9711, -1.4216, -1.3859)
C (-0.3700, 4.1628, 0.1879)
C (1.6159, 2.2905, 0.0014)
C (6.0455, -1.7030, -2.5380)
C (1.9713, 3.6518, -0.0002)
C (5.3499, -1.5717, -1.3467)
C (3.9976, -1.5352, -3.7723)
C (6.1510, -1.7897, -5.0504)
C (3.9181, 1.6499, -0.1578)
C (-0.6348, 2.7927, 0.1847)
C (3.3373, 4.0041, -0.0921)
C (5.3851, -1.6805, -3.7630)
C (0.9285, 4.5912, 0.0953)
C (2.6010, 1.2762, -0.0749)
C (3.2859, -1.4106, -2.5937)
H (6.4412, -0.7985, -5.4048)
H (4.6983, 0.9064, -0.2000)
H (5.3227, 3.2720, -0.2346)
H (7.1208, -1.8285, -2.5143)
H (-3.7800, -0.8841, -1.4378)
H (7.0613, -2.3728, -4.9199)
H (5.5503, -2.2561, -5.8299)
H (1.1645, 5.6481, 0.0990)
H (-3.4200, -0.9267, 2.3689)
H (3.6177, 5.0487, -0.0966)
H (-3.6428, -1.8783, 0.8635)
H (-5.0727, 0.2958, -1.0144)
H (3.4697, -1.5292, -4.7179)
H (2.2073, -1.3194, -2.6117)
H (-4.9534, -0.8013, 1.4730)
H (-1.6508, 2.4449, 0.2624)
H (-3.5824, 0.8556, -1.8144)
H (-1.1928, 4.8580, 0.2643)
H (5.8648, -1.5858, -0.3956)

Charge: +1
E_LUMO (eV): -3.719
M (g/mol): 544.67
HOMO energy (eV): -11.46
Energy relative to the best compared isomer or geometry (same formula, charge and spin) (kJ/mol): 107.4
Gap between HOMO and LUMO (Eh): 0.284

Population analysis type Mulliken, resulting atomic charges in e: 1.17, 1.63, 1.17, 0.33, -0.50, -0.64, -0.33, -0.68, -0.66, -0.40, -0.51, -0.01, -0.07, -0.89, -0.88, -1.11, 0.26, -1.01, 0.22, -0.78, 0.80, -0.30, -1.05, -1.48, -0.63, 0.24, -0.93, 0.87, -0.41, 0.48, -0.31, 0.30, 0.40, 0.42, 0.39, 0.27, 0.39, 0.38, 0.47, 0.37, 0.43, 0.25, 0.47, 0.39, 0.43, 0.46, 0.31, 0.30, 0.44, 0.54

Density functional theory data (ωB97M-V/def2-TZVPD) for an isolated molecule of C18H19ClN2OS.

Element x y z (Å)
Cl (-5.7078, 2.8935, -0.7525)
S (1.2130, -2.5248, -1.7695)
O (5.5921, 2.1741, -0.7054)
N (-2.4130, -0.5602, 0.9642)
N (0.2211, -1.2598, 0.2874)
C (-1.9262, -1.8864, 1.2515)
C (2.3198, -0.3793, -0.5903)
C (-4.0173, 0.9879, 0.0885)
C (-5.9160, 0.2430, -1.2066)
C (3.7958, 1.1188, -1.7611)
C (0.0158, -0.1468, 1.1836)
C (6.3980, 2.4050, 0.4248)
C (-5.4615, -1.0572, -1.0700)
C (-0.8209, -2.2712, 0.2731)
C (2.7125, 0.2724, -1.7600)
C (-5.1746, 1.2514, -0.6167)
C (-1.3803, 0.4614, 0.9945)
C (3.0714, -0.1848, 0.5646)
C (-4.3043, -1.3462, -0.3749)
C (4.5416, 1.3208, -0.5961)
C (1.2022, -1.3310, -0.6264)
C (-3.5537, -0.3276, 0.2241)
C (4.1744, 0.6501, 0.5663)
H (2.8141, -0.7175, 1.4689)
H (6.8758, 1.4836, 0.7729)
H (-2.7401, -2.6058, 1.2004)
H (-1.2247, -2.3457, -0.7443)
H (7.1646, 3.1069, 0.1009)
H (-1.3956, 1.0189, 0.0502)
H (4.0990, 1.6344, -2.6581)
H (-6.8161, 0.4680, -1.7541)
H (-1.5596, 1.1692, 1.8152)
H (-6.0163, -1.8629, -1.5268)
H (0.7601, 0.6233, 0.9773)
H (-1.5463, -1.9027, 2.2792)
H (2.1522, 0.1033, -2.6668)
H (4.7406, 0.7628, 1.4774)
H (5.8240, 2.8501, 1.2442)
H (0.1467, -0.4776, 2.2206)
H (-3.4919, 1.8073, 0.5495)
H (-3.9852, -2.3744, -0.3239)
H (-0.3835, -3.2443, 0.5243)

E_LUMO (eV): 0.469
M (g/mol): 346.88
HOMO energy (eV): -7.86
Energy relative to the best compared isomer or geometry (same formula, charge and spin) (kJ/mol): 77.0
SMILES: COc1ccc(C(=S)N2CCN(c3cccc(Cl)c3)CC2)cc1
Gap between HOMO and LUMO (Eh): 0.306

Population analysis type Mulliken, resulting atomic charges in e: -0.23, -0.30, -0.45, 0.18, 0.25, -1.47, 0.05, -0.37, -0.60, -0.67, -0.93, -0.82, -0.72, -0.62, -0.65, 0.12, -0.86, -0.39, -0.74, 0.87, -0.11, 1.11, -0.23, 0.44, 0.34, 0.46, 0.57, 0.24, 0.58, 0.43, 0.42, 0.31, 0.37, 0.53, 0.29, 0.45, 0.39, 0.33, 0.18, 0.51, 0.25, 0.47

Density functional theory data (ωB97M-V/def2-TZVPD) for a structure of composition C18H19F5N3O10P2TeY.

Element x y z (Å)
Te (-1.4926, -3.3697, -1.2003)
Y (-0.2729, -0.1559, -0.0112)
P (1.3067, -2.9183, 0.1736)
P (2.9703, -0.2808, 0.0515)
F (-3.2922, -3.7369, -1.4291)
F (0.7400, -0.7395, -1.6602)
F (-1.3778, -2.5984, -2.8786)
F (-1.1991, -4.9710, -2.0900)
F (-1.4615, -4.4137, 0.3545)
O (-1.8161, -1.8051, -0.3449)
O (4.4346, -0.1259, 0.6033)
O (1.8735, -4.2839, 0.7661)
O (3.9154, -2.6349, 0.5401)
O (0.4753, -3.3503, -1.0860)
O (-3.7632, 3.2565, 5.7038)
O (0.5126, -2.1233, 1.1421)
O (3.0453, 0.6000, -1.2404)
O (1.8777, 0.1181, 0.9783)
O (0.3730, 1.9146, -0.5345)
N (-3.2704, 6.1252, 0.0198)
N (-2.2131, 1.3236, -0.2480)
N (-3.9785, 6.2771, 1.0248)
C (-3.4848, 0.9921, -0.1845)
C (3.2485, -2.4224, -1.8029)
C (-0.0823, 4.2553, -0.4210)
C (-5.0642, 5.1165, 2.8166)
C (-3.8732, 5.4443, 2.1937)
C (-5.0789, 4.3623, 3.9845)
C (-2.8182, 3.6689, -0.1485)
C (-1.8596, 2.6447, -0.2731)
C (-4.5092, 1.9515, -0.1458)
C (-2.6689, 4.3562, 3.9637)
C (-0.4553, 2.9253, -0.4223)
C (2.9064, -2.1235, -0.3507)
C (-2.6649, 5.0777, 2.7902)
C (-4.1761, 3.2765, -0.1179)
C (-4.9604, 2.8695, 6.3525)
C (-2.3660, 5.0128, -0.1110)
C (-3.8741, 3.9769, 4.5588)
C (-1.0367, 5.2783, -0.2967)
H (4.2224, -1.9919, -2.0357)
H (-5.9933, 5.4600, 2.3789)
H (-6.0244, 4.1091, 4.4407)
H (4.7415, -0.9510, 1.0153)
H (-0.7181, 6.3136, -0.3136)
H (3.2955, -3.5022, -1.9568)
H (-1.7239, 5.3684, 2.3461)
H (-4.6588, 2.2998, 7.2265)
H (1.1852, -4.9494, 0.9115)
H (-5.5383, 3.7409, 6.6705)
H (0.9647, 4.4990, -0.5432)
H (3.8271, -3.5930, 0.6153)
H (-5.5411, 1.6310, -0.1318)
H (2.2097, 1.0839, -1.3965)
H (-1.7428, 4.0776, 4.4487)
H (-4.9489, 4.0334, -0.0892)
H (-3.7056, -0.0695, -0.1706)
H (2.4967, -2.0005, -2.4649)
H (-5.5768, 2.2409, 5.7049)

E_LUMO (eV): -0.626
M (g/mol): 810.81
HOMO energy (eV): -7.71
Energy relative to the best compared isomer or geometry (same formula, charge and spin) (kJ/mol): 174.8
Gap between HOMO and LUMO (Eh): 0.260

Population analysis type Mulliken, resulting atomic charges in e: 2.00, 1.80, 0.95, 0.91, -0.39, -0.71, -0.40, -0.37, -0.43, -0.88, -0.56, -0.51, -0.73, -0.59, -0.43, -0.75, -0.60, -0.75, -0.52, -0.64, -0.51, -0.30, -0.17, -1.79, -0.76, -0.59, 0.05, -0.40, 0.46, 0.48, -1.03, -0.74, 0.78, 1.45, -0.14, -0.46, -0.87, -0.21, 0.88, -0.45, 0.41, 0.46, 0.41, 0.43, 0.41, 0.42, 0.47, 0.24, 0.41, 0.35, 0.45, 0.40, 0.41, 0.52, 0.46, 0.56, 0.50, 0.29, 0.35